{
  "formula": "C34H40KN5OS3Se3Te",
  "method": "the ωB97M-V functional and the def2-TZVPD basis",
  "symbols": ["K", "C", "C", "C", "C", "C", "C", "C", "N", "C", "N", "C", "C", "C", "C", "C", "C", "C", "N", "C", "C", "C", "C", "C", "C", "C", "H", "H", "H", "H", "H", "H", "H", "H", "H", "H", "H", "H", "H", "H", "H", "H", "H", "H", "H", "H", "H", "H", "C", "C", "S", "C", "C", "S", "C", "C", "S", "H", "H", "H", "H", "H", "H", "H", "H", "H", "H", "H", "H", "Se", "Se", "Te", "Se", "N", "C", "O", "C", "C", "C", "C", "N", "C", "H", "H", "H", "H", "H", "H"],
  "xyz": [[-0.88120, -0.18585, -0.34336], [5.13880, -1.81442, -4.29406], [5.57979, -0.61616, -3.50067], [6.81883, -0.02975, -3.70790], [7.24064, 1.06567, -2.96702], [6.39535, 1.59063, -2.00149], [5.14857, 1.02994, -1.78169], [4.72555, -0.08082, -2.51997], [3.48923, -0.68771, -2.31797], [2.56500, -0.35733, -1.28651], [3.12165, -0.42793, -0.05522], [2.58291, -0.20149, 1.25137], [1.23879, 0.13973, 1.43038], [0.87422, 0.30804, 2.77517], [1.74606, 0.13142, 3.84539], [3.07223, -0.18632, 3.59650], [3.52032, -0.34375, 2.29131], [4.98135, -0.64817, 2.04206], [1.34275, -0.11380, -1.55847], [0.94706, -0.08446, -2.91017], [0.38089, -1.22597, -3.47979], [-0.00010, -1.24047, -4.80982], [0.18210, -0.10962, -5.58908], [0.69919, 1.04152, -5.01620], [1.08323, 1.07809, -3.68184], [1.63693, 2.33792, -3.07085], [5.94944, -2.17506, -4.92658], [4.28738, -1.57714, -4.93884], [4.82721, -2.62241, -3.62813], [7.47308, -0.44839, -4.46534], [8.21409, 1.50506, -3.14578], [6.70174, 2.45080, -1.41896], [4.48018, 1.45925, -1.04760], [3.01567, -0.99345, -3.15668], [4.07078, -0.75676, -0.06785], [-0.14702, 0.60255, 3.01218], [1.40215, 0.24676, 4.87063], [3.77266, -0.30394, 4.41908], [5.52039, -0.66812, 2.99002], [5.45006, 0.11156, 1.40818], [5.12565, -1.62373, 1.56331], [0.22836, -2.10306, -2.86235], [-0.47459, -2.12399, -5.21566], [-0.11773, -0.10898, -6.62939], [0.78896, 1.94384, -5.61118], [1.20810, 3.21113, -3.56295], [2.72635, 2.38520, -3.17299], [1.39546, 2.38029, -2.00862], [-4.73217, 2.51327, 3.20032], [-3.23809, 2.74265, 3.40539], [-2.10170, 2.43336, 2.00447], [-2.97472, 3.02440, 0.52166], [-4.02741, 2.07775, -0.07577], [-3.79752, 0.37264, 0.50293], [-5.49156, -0.19032, 0.71567], [-6.25429, 0.53763, 1.82273], [-5.30560, 0.77866, 3.36532], [-5.05121, 2.87730, 2.22628], [-5.26712, 3.07734, 3.96652], [-2.85686, 2.09359, 4.19670], [-3.09146, 3.78105, 3.71144], [-2.15950, 3.15628, -0.19286], [-3.39621, 4.00899, 0.72966], [-3.93661, 2.09071, -1.16616], [-5.04204, 2.38609, 0.18016], [-5.37264, -1.24468, 0.97218], [-6.02698, -0.12028, -0.23410], [-7.13153, -0.04735, 2.10474], [-6.59548, 1.51914, 1.49532], [-3.03732, 2.70444, -3.57057], [-3.09709, 0.65136, -4.63368], [-4.32435, -0.88879, -3.05085], [-2.89031, -2.89296, -2.69526], [-4.03032, -2.37961, 5.99600], [-3.17926, -1.60037, 5.23152], [-2.82658, -0.50811, 5.62775], [-2.73135, -2.20487, 3.95852], [-2.73691, -3.57833, 3.70748], [-2.33901, -4.03218, 2.46370], [-1.94650, -3.10936, 1.50271], [-1.91052, -1.79986, 1.74106], [-2.28469, -1.37024, 2.93473], [-4.47822, -1.87454, 6.74244], [-4.60978, -3.05011, 5.52044], [-3.01340, -4.28074, 4.48495], [-2.32481, -5.09008, 2.23794], [-1.66528, -3.42438, 0.50266], [-2.25218, -0.29983, 3.10120]],
  "forces_ev_per_angstrom": [[-0.6, -0.1, -0.1], [0.0, 0.1, 0.0], [-0.1, -0.1, 0.0], [0.0, 0.0, 0.0], [0.0, 0.0, 0.0], [0.0, 0.0, 0.0], [-0.1, 0.0, 0.0], [0.2, 0.1, 0.1], [0.0, 0.0, 0.1], [0.0, 0.0, -0.3], [0.2, -0.1, 0.0], [-0.2, 0.2, 0.2], [0.0, 0.0, 0.0], [0.3, -0.1, 0.0], [-0.1, 0.1, 0.1], [0.1, 0.0, 0.0], [0.1, 0.0, 0.0], [-0.2, 0.0, 0.0], [0.3, -0.1, -0.1], [0.1, 0.0, -0.5], [0.1, 0.0, 0.1], [0.1, 0.0, -0.1], [0.1, 0.0, 0.0], [0.0, 0.0, 0.0], [0.0, 0.1, 0.1], [-0.1, -0.1, -0.1], [0.0, 0.0, 0.0], [0.0, 0.0, 0.0], [0.0, 0.0, 0.0], [0.0, 0.0, 0.0], [0.0, 0.0, 0.0], [0.0, 0.0, 0.0], [0.0, 0.0, 0.0], [0.0, 0.0, 0.0], [0.0, 0.0, -0.1], [0.0, 0.0, 0.0], [0.0, 0.0, 0.0], [0.0, 0.0, 0.0], [0.0, 0.0, 0.0], [0.0, 0.0, 0.0], [0.0, 0.0, 0.0], [-0.1, 0.0, 0.0], [0.0, 0.0, 0.0], [-0.1, 0.0, 0.0], [0.0, 0.0, 0.0], [0.0, 0.0, 0.0], [0.0, 0.0, 0.1], [0.0, 0.1, 0.0], [0.0, -0.3, 0.1], [0.1, -0.1, -0.4], [0.1, 0.3, 0.2], [0.0, -0.2, 0.4], [-0.1, -0.2, 0.1], [-0.4, 0.1, 0.0], [0.3, 0.1, -0.1], [0.3, -0.1, 0.2], [-0.2, 0.1, -0.1], [0.0, 0.0, 0.0], [0.0, 0.1, -0.1], [0.0, 0.1, 0.1], [0.0, 0.0, 0.1], [-0.1, 0.1, -0.1], [0.0, 0.0, -0.1], [0.0, 0.1, 0.0], [0.0, 0.1, 0.0], [-0.1, 0.0, -0.1], [-0.1, -0.1, 0.0], [-0.1, 0.1, -0.1], [-0.1, 0.0, 0.0], [0.2, 0.5, 0.3], [-0.1, -0.2, -0.3], [-0.4, -0.1, -0.1], [0.3, -0.1, 0.3], [0.0, 0.0, -0.1], [-0.2, 0.1, 0.4], [0.1, 0.0, -0.1], [0.2, -0.3, -0.5], [0.0, 0.3, 0.1], [0.0, -0.1, 0.0], [-0.1, 0.1, 0.1], [0.1, -0.3, -0.1], [-0.1, 0.3, 0.3], [0.0, 0.0, 0.0], [0.0, 0.0, 0.0], [0.0, 0.0, 0.0], [0.0, 0.0, 0.0], [0.0, 0.0, 0.0], [0.0, 0.0, -0.1]],
  "lowdin_charge": [0.505, -0.049, -0.219, -0.071, -0.119, -0.101, -0.033, -0.206, 0.138, -0.367, 0.118, -0.249, -0.120, -0.193, -0.134, -0.111, -0.253, -0.073, 0.041, -0.286, -0.069, -0.128, -0.146, -0.067, -0.218, -0.033, 0.070, 0.085, 0.083, 0.100, 0.087, 0.097, 0.115, 0.121, 0.099, 0.024, 0.081, 0.085, 0.063, 0.068, 0.074, 0.084, 0.095, 0.094, 0.108, 0.075, 0.069, 0.077, -0.512, -0.516, 0.826, -0.513, -0.513, 0.719, -0.527, -0.534, 0.843, 0.049, 0.060, 0.057, 0.062, 0.058, 0.076, -0.055, 0.062, 0.075, 0.058, 0.058, 0.061, -0.338, -0.382, 0.051, -0.486, 0.147, -0.516, 0.050, -0.128, -0.031, -0.054, -0.107, 0.038, -0.101, 0.096, 0.085, 0.105, 0.100, 0.092, 0.077],
  "molar_mass_da": 1034.5,
  "total_charge": -2,
  "homo_lumo_gap_ev": 3.947,
  "relative_energy_kcal_mol": 49.9
}